Density functional theory data (the ωB97M-V functional and the def2-TZVPD basis) for a molecular structure, C14H15N7O3S in a non-equilibrium geometry.

CARTESIAN COORDINATES (ANGSTROEM)
C1 3.38730 1.33389 -2.05901
H1 4.23380 0.61491 -2.50252
H2 3.98990 2.20546 -1.60148
H3 2.89555 1.75798 -3.02368
C2 2.32973 0.45023 -1.41841
N1 1.28929 -0.19020 -2.01087
C3 -0.02555 0.02414 -1.55849
O1 -0.96361 -0.34111 -2.26100
N2 0.06193 1.25519 -0.91447
C4 1.43752 1.58132 -0.54062
O2 1.67496 2.75874 0.16022
N3 -1.08880 1.73607 -0.19199
C5 -1.07861 1.00217 1.08996
O3 -0.15068 0.81830 1.85732
C6 -2.46000 1.48134 1.69883
H4 -2.57552 2.52483 2.20366
H5 -2.52493 0.73657 2.78239
S1 -3.89743 1.12007 0.79388
C7 -3.22866 -0.27240 0.07765
N4 -3.98501 -1.07175 -0.62252
N5 -3.17544 -2.19327 -0.96836
C8 -2.16354 -1.92519 0.06684
N6 -2.16750 -0.78123 0.64106
N7 -1.04054 -2.80727 0.14366
H6 -1.14718 -3.65630 -0.48748
H7 -0.29257 -2.65956 0.75066
H8 -3.30298 -3.06058 -1.59055
H9 -1.78439 1.98255 -0.66558
H10 1.52234 -0.89749 -2.55891
C9 2.97304 -0.26806 -0.10833
C10 3.90679 0.43978 0.60885
C11 4.43157 -0.45121 1.54263
C12 4.11036 -1.70278 1.87667
C13 3.09099 -2.42344 1.01350
C14 2.50610 -1.60881 0.02998
H11 1.81333 -1.78247 -0.55456
H12 2.82597 -3.31267 1.01059
H13 4.52086 -2.31147 2.91191
H14 5.18468 0.06349 2.33361
H15 4.06295 1.49043 0.63516

For the HOMO-LUMO gap, the calculation gives 8.42 eV. The net charge is 0. The LUMO energy comes out at 0.2 eV. The calculation puts the total energy at -42159.39408 eV.


Density functional theory data (the ωB97M-V functional and the def2-TZVPD basis) for a molecular structure, C14H15NiO4P in a non-equilibrium geometry.

CARTESIAN COORDINATES (ANGSTROEM)
Ni1 0.09620 -0.46967 0.09348
O1 -2.77607 0.25964 -0.47287
C1 -1.65644 0.12462 -0.23180
C2 1.84108 -0.50840 0.78314
O2 2.96320 -0.26472 0.70705
C3 -0.77513 0.09579 1.69618
O3 -1.09008 0.87807 2.49073
C4 0.69129 -0.41827 -1.73031
O4 0.80728 -0.76676 -2.82143
C5 -0.34984 2.40524 -0.52142
H1 -0.59716 2.33215 -1.58463
H2 -1.11447 2.81375 0.13732
C6 0.89743 2.17105 -0.08426
H3 1.18979 2.31268 0.95996
H4 1.72272 1.96069 -0.77424
C7 1.30494 -3.32942 -0.48728
P1 -0.20150 -2.51153 0.06880
C8 -1.44264 -2.96036 -1.15290
C9 -0.60654 -3.40612 1.60711
C10 -1.16548 -4.68825 1.49685
C11 -1.34568 -5.46579 2.64422
C12 -0.96608 -4.97344 3.89891
C13 -0.41336 -3.69590 3.99206
C14 -0.23798 -2.90770 2.85729
H5 1.60205 -2.89037 -1.43973
H6 1.13223 -4.40310 -0.60765
H7 2.09574 -3.17575 0.25093
H8 -1.40715 -4.03062 -1.35522
H9 -2.43067 -2.68095 -0.77706
H10 -1.23789 -2.40452 -2.07477
H11 -1.46084 -5.07797 0.51576
H12 -1.77875 -6.46162 2.55005
H13 -1.08758 -5.59200 4.78379
H14 -0.11465 -3.31213 4.95910
H15 0.18107 -1.90654 2.93900

For the HOMO-LUMO gap (alpha / beta), the calculation gives 7.16 / 5.80 eV. The net charge is +2. The calculation puts the relative energy (zero: lowest compared OMol25 entry of this formula, charge and spin) at 0.0 kJ/mol. The LUMO energy (alpha / beta) comes out at -8.6 / -10.0 eV. As for the multiplicity: 3. The calculation puts the total energy at -73263.33710 eV. Its expectation value of S² is 2.021.


Density functional theory data (the ωB97M-V functional and the def2-TZVPD basis) for 2 unconnected molecules or ions with the total composition C14H16 in a non-equilibrium geometry.

CARTESIAN COORDINATES (ANGSTROEM)
C1 0.11324 -0.48771 2.39304
C2 2.70800 -0.10587 2.28765
C3 1.34277 0.31653 2.08006
C4 3.72574 0.77348 2.10339
C5 1.17018 1.56464 1.43973
C6 3.51663 2.00820 1.58622
C7 2.24577 2.42303 1.25362
H1 2.81861 -1.17187 2.25128
H2 4.73790 0.28795 2.14524
H3 -0.66610 0.21718 2.71694
H4 0.29408 -1.33867 3.04136
H5 0.16176 1.91391 1.10985
H6 4.40469 2.67036 1.19326
H7 2.08170 3.38782 0.75523
H8 -0.36944 -0.96674 1.52152
C8 -3.65759 -2.05568 -1.57811
C9 -0.20808 0.34944 -2.26948
C10 -1.53719 0.83723 -2.46464
C11 0.00439 -0.83097 -1.64889
C12 -2.62867 0.10066 -2.34818
C13 -1.25081 -1.49033 -1.15123
C14 -2.45643 -1.16768 -1.65291
H9 0.67601 1.02755 -2.57952
H10 -1.57546 1.77842 -2.84110
H11 0.96094 -1.38131 -1.49607
H12 -3.68099 0.42357 -2.49868
H13 -1.00925 -2.36999 -0.53702
H14 -3.69474 -2.49184 -0.62142
H15 -3.59690 -2.68165 -2.36745
H16 -4.63076 -1.53967 -1.82371

For the HOMO-LUMO gap, the calculation gives 9.60 eV. The net charge is 0. The calculation puts the relative energy (zero: lowest compared OMol25 entry of this formula, charge and spin) at 215.9 kJ/mol. The LUMO energy comes out at 0.9 eV. The calculation puts the total energy at -14775.52825 eV. The SMILES is Cc1ccccc1.Cc1ccccc1.


Density functional theory data (the ωB97M-V functional and the def2-TZVPD basis) for 2 unconnected molecules or ions with the total composition C14H16 in a non-equilibrium geometry.

CARTESIAN COORDINATES (ANGSTROEM)
C1 -1.07794 -1.13159 -4.93289
C2 0.26649 1.51985 -1.95808
C3 0.34926 1.74344 -3.29242
C4 -0.28908 0.24088 -1.58966
C5 -0.05990 0.84365 -4.28240
C6 -0.74253 -0.65956 -2.50598
C7 -0.60275 -0.31398 -3.86432
H1 0.61952 2.26298 -1.16906
H2 0.73255 2.71350 -3.63635
H3 -0.36122 0.01550 -0.55379
H4 0.17806 0.94984 -5.36047
H5 -1.00360 -1.68590 -2.14304
H6 -0.28481 -1.78258 -5.51869
H7 -1.61676 -0.66706 -5.72338
H8 -1.72702 -1.85986 -4.47469
C8 -0.96470 0.81948 4.96167
C9 1.12989 -0.97188 1.68843
C10 0.13576 -1.66843 2.24137
C11 1.68876 0.06945 2.48852
C12 -0.42986 -1.13804 3.43516
C13 1.17414 0.60058 3.60560
C14 -0.14734 0.07880 4.02034
H9 1.77348 -1.30927 0.88546
H10 -0.49046 -2.49933 1.69800
H11 2.50565 0.69893 2.05184
H12 -1.37962 -1.67774 3.83915
H13 1.75813 1.33695 4.20146
H14 -0.92567 0.46679 6.09504
H15 -2.00180 0.94907 4.80006
H16 -0.35766 1.89233 4.91641

For the HOMO-LUMO gap, the calculation gives 9.77 eV. The net charge is 0. The calculation puts the relative energy (zero: lowest compared OMol25 entry of this formula, charge and spin) at 268.1 kJ/mol. The LUMO energy comes out at 0.9 eV. The calculation puts the total energy at -14774.98712 eV. The SMILES is Cc1ccccc1.Cc1ccccc1.


Density functional theory data (the ωB97M-V functional and the def2-TZVPD basis) for 2 unconnected molecules or ions with the total composition C14H16.

CARTESIAN COORDINATES (ANGSTROEM)
C1 3.56273 -1.75773 -3.32261
C2 -0.01515 -0.70403 -2.59046
C3 -0.51671 -1.87293 -2.04973
C4 1.33106 -0.64180 -2.93174
C5 2.16481 -1.72834 -2.73607
C6 0.28806 -2.99826 -1.90153
C7 1.62594 -2.91464 -2.22468
H1 -0.70233 0.10844 -2.80501
H2 -1.57009 -2.04055 -1.84164
H3 1.70549 0.27914 -3.37249
H4 -0.18005 -3.93062 -1.61031
H5 4.33926 -1.60231 -2.57421
H6 3.70490 -0.97470 -4.07073
H7 2.32559 -3.72887 -2.09216
H8 3.70561 -2.71492 -3.81337
C8 -1.19919 2.08458 4.86308
C9 -1.26205 0.51585 1.40656
C10 -1.74253 1.55981 0.62809
C11 -1.08451 0.66341 2.76837
C12 -1.33972 1.89608 3.37480
C13 -1.96929 2.79524 1.20523
C14 -1.82224 2.92490 2.58271
H9 -1.03906 -0.37916 0.83571
H10 -1.80162 1.40666 -0.43967
H11 -0.60798 -0.13026 3.32843
H12 -2.27777 3.63612 0.60199
H13 -1.44407 3.10384 5.15234
H14 -0.22274 1.78332 5.23000
H15 -2.03056 3.89999 3.01508
H16 -1.92577 1.46177 5.38402

For the HOMO-LUMO gap, the calculation gives 9.95 eV. The net charge is 0. The calculation puts the relative energy (zero: lowest compared OMol25 entry of this formula, charge and spin) at 30.7 kJ/mol. The LUMO energy comes out at 1.0 eV. The calculation puts the total energy at -14777.44693 eV. The SMILES is Cc1ccccc1.Cc1ccccc1.


Density functional theory data (the ωB97M-V functional and the def2-TZVPD basis) for 2 unconnected molecules or ions with the total composition C14H16Br2F3NO3PS.

CARTESIAN COORDINATES (ANGSTROEM)
C1 -1.88757 -5.17902 -4.16404
C2 -1.62051 -4.19714 -3.07731
Br1 -1.26074 -2.46321 -3.71249
C3 -1.66020 -4.41631 -1.76105
Br2 -2.14126 -6.09279 -1.04021
C4 -1.38977 -3.40710 -0.72792
C5 -0.22880 -2.66709 -0.63695
C6 -0.07185 -1.71300 0.36893
P1 1.41974 -0.67299 0.26442
S1 1.13614 0.90059 -0.80755
C7 -1.09010 -1.50118 1.29851
C8 -1.09949 -0.43720 2.37127
O1 -2.32669 0.27538 2.35233
C9 -2.43024 1.30835 1.46160
F1 -3.58992 1.90262 1.66714
F2 -2.36765 0.85459 0.17896
F3 -1.42269 2.19500 1.61263
C10 -2.21201 -2.29622 1.20161
N1 -2.32954 -3.20204 0.22190
H1 -2.84073 -4.93166 -4.63437
H2 -1.91810 -6.19679 -3.79055
H3 -1.12637 -5.08345 -4.93570
H4 0.54037 -2.82783 -1.37902
H5 1.78674 -0.50267 1.60549
H6 2.38294 -1.58351 -0.19177
H7 -1.06306 -0.89699 3.35717
H8 -0.25224 0.24007 2.28640
H9 -3.04163 -2.20698 1.88685
H10 -3.16603 -3.77486 0.18730
O2 4.92142 4.23146 -0.87618
C11 3.96084 4.50482 -0.22508
O3 2.73376 3.99203 -0.50132
C12 1.74465 4.54301 0.38242
C13 2.52083 5.02370 1.60552
C14 3.86197 5.41529 0.98551
H11 1.24139 5.36288 -0.13438
H12 1.01841 3.76216 0.59899
H13 2.01754 5.82901 2.13545
H14 2.66357 4.19562 2.30166
H15 3.86771 6.44637 0.62860
H16 4.71920 5.26707 1.63521

For the HOMO-LUMO gap, the calculation gives 6.83 eV. The net charge is +1. The LUMO energy comes out at -4.9 eV. The calculation puts the total energy at -190765.40411 eV.


Density functional theory data (the ωB97M-V functional and the def2-TZVPD basis) for a molecular structure, C14H16Cl3N3NaO8.

CARTESIAN COORDINATES (ANGSTROEM)
Na1 -0.69991 0.33297 0.05900
O1 1.20953 0.39406 3.66602
Cl1 -0.03253 0.15162 2.97999
O2 -1.07213 -0.14899 3.91278
O3 0.13677 -0.96161 2.05188
O4 -0.38665 1.31379 2.18379
C1 2.97164 -2.23078 2.57426
N1 3.41950 -1.11315 1.78486
C2 4.32642 -0.10148 2.28213
C3 4.46257 0.80823 1.05463
O5 5.16232 1.80359 1.01232
N2 3.63898 0.34355 0.07025
C4 3.03870 -0.73980 0.55369
N3 2.14250 -1.43356 -0.17466
H1 2.29314 -1.91178 3.36365
H2 3.83705 -2.73136 3.01550
H3 2.45840 -2.95533 1.94467
H4 5.28951 -0.51510 2.58717
H5 3.88823 0.45632 3.11364
H6 1.82387 -0.95407 -1.00472
H7 1.43103 -1.94702 0.32198
Cl2 -5.45026 0.05335 -1.87543
C5 -3.88504 -0.60524 -2.39167
Cl3 -3.48429 -0.03278 -4.03780
C6 -2.72882 -0.22990 -1.43181
O6 -2.70165 0.91926 -0.96256
O7 -1.90254 -1.15349 -1.24995
H8 -3.98802 -1.68030 -2.45991
C7 1.92012 2.93292 -0.14395
C8 1.82242 1.96618 -1.28554
O8 0.95664 1.10553 -1.32121
C9 2.74261 2.12989 -2.44975
C10 4.03560 2.62112 -2.29366
C11 4.86354 2.74409 -3.39822
C12 4.39987 2.39127 -4.65885
C13 3.11127 1.89950 -4.81556
C14 2.28599 1.75932 -3.71079
H9 1.20599 2.66557 0.63280
H10 1.71392 3.94230 -0.50894
H11 2.92932 2.93340 0.26797
H12 4.40822 2.84789 -1.30305
H13 5.87635 3.10462 -3.27252
H14 5.04814 2.49236 -5.52071
H15 2.75053 1.62073 -5.79749
H16 1.28222 1.36640 -3.81024

For the HOMO-LUMO gap, the calculation gives 9.09 eV. The net charge is -1. The calculation puts the relative energy (zero: lowest compared OMol25 entry of this formula, charge and spin) at 18.6 kJ/mol. The LUMO energy comes out at 2.3 eV. The calculation puts the total energy at -77611.36261 eV.


Q: Which value of net charge does entry 3 give?
A: 0


Q: net charge of number 5 (C14H16)?
A: 0


Q: Which value of net charge does entry 3 give?
A: 0